1.
Below is a 2-piece molecular cluster, C2H8N2O overall, with properties calculated with ωB97M-V/def2-TZVPD.

SMILES: C=O.NCN
gap between HOMO and LUMO: 0.3688 Ha
E_LUMO: 0.995 eV
net charge: 0

Last column: Mulliken charge in e.
Element x y z (Å)
C1 -0.75969 1.81130 -1.72310  -0.0804
O1 -0.72199 0.93025 -2.58010  -0.4281
H1 -0.48391 2.92084 -1.88164  0.2233
H2 -1.02005 1.49161 -0.71743  0.2899
N1 1.31191 -1.43247 1.13562  -0.5980
C2 0.63283 -0.25535 0.57968  -0.4071
N2 -0.80442 -0.32390 0.49877  -0.6060
H3 0.95303 -1.74271 2.08615  0.2207
H4 1.35846 -2.20246 0.52365  0.2237
H5 0.74083 0.63455 1.23279  0.3679
H6 1.05127 -0.10362 -0.42992  0.3234
H7 -1.16377 -1.13210 -0.14431  0.2200
H8 -1.09449 -0.59596 1.41984  0.2504

=====

2.
Below is C2H8N2O as an isolated structure, with properties calculated with ωB97M-V/def2-TZVPD.

gap between HOMO and LUMO: 0.3649 Ha
E_LUMO: 1.041 eV
net charge: 0

Last column: Mulliken charge in e.
Element x y z (Å)
C1 0.52417 0.48453 -0.36937  0.3215
C2 -1.33091 -0.33326 0.66648  -1.0303
N1 -0.49847 -0.50202 -0.51011  -0.4176
N2 1.67328 0.13086 0.35228  -0.4414
O1 0.86496 1.08365 -1.56612  -0.4840
H1 0.07118 1.11733 -2.11335  0.3004
H2 -0.15205 -1.46022 -0.60660  0.2598
H3 -2.05720 -1.40683 0.57012  0.2944
H4 2.36319 0.86293 0.44182  0.1894
H5 1.86522 -0.85713 0.44048  0.1722
H6 -0.88458 -0.59386 1.62735  0.3633
H7 -2.13185 0.39584 0.56717  0.3502
H8 -0.30695 1.07820 0.49984  0.1220

=====

Energy above the most stable structure, in kcal/mol: 1 0.0; 2 26.1

=====

1.
Below is the molecule C2H8N2O, with properties calculated with ωB97M-V/def2-TZVPD.

SMILES: CC[N@H+](N)[O-]
gap between HOMO and LUMO: 0.3585 Ha
E_LUMO: 0.985 eV
net charge: 0

Last column: Mulliken charge in e.
Element x y z (Å)
C1 0.72396 -1.31640 -0.07068  -1.0075
C2 -0.47030 -0.60777 0.55639  -0.2557
N1 -0.32348 0.87762 0.43080  0.1846
N2 -0.48108 1.22109 -1.05542  -0.6645
O1 0.75511 1.36963 0.91475  -0.6640
H1 0.47027 -1.73266 -1.04678  0.2833
H2 1.54308 -0.60775 -0.18845  0.3176
H3 1.07661 -2.12345 0.56692  0.3187
H4 -0.53676 -0.81373 1.62734  0.3421
H5 -1.40996 -0.87265 0.06926  0.2660
H6 -1.18634 1.30346 0.83540  0.3232
H7 0.44587 1.07337 -1.46207  0.2643
H8 -0.60697 2.22923 -1.17746  0.2918

=====

2.
Below is the molecule C2H8N2O, with properties calculated with ωB97M-V/def2-TZVPD.

SMILES: C[C@@H](N)NO
gap between HOMO and LUMO: 0.3540 Ha
E_LUMO: 1.163 eV
net charge: 0

Last column: Mulliken charge in e.
Element x y z (Å)
C1 0.12767 -1.09484 0.98684  -1.0404
C2 0.00445 -0.40708 -0.34386  0.2850
N1 -1.24999 -0.58458 -0.96633  -0.5957
N2 0.38553 1.15238 0.21488  -0.4129
O1 1.18807 2.01644 -0.60817  -0.4430
H1 -0.84037 -1.38764 1.38306  0.3243
H2 0.82854 -1.92406 0.96140  0.2265
H3 0.54447 -0.24706 1.62180  0.3591
H4 0.82139 -0.61987 -1.03342  0.3058
H5 -1.33672 -0.10092 -1.84952  0.2393
H6 -2.03745 -0.37351 -0.36557  0.2319
H7 -0.51530 1.63213 0.23966  0.2010
H8 2.07972 1.93860 -0.24078  0.3191

=====

Energy above the most stable structure, in kcal/mol: 1 13.5; 2 0.0

=====

1.
Below is the molecule CH4ClPS, with properties calculated with ωB97M-V/def2-TZVPD.

SMILES: CSPCl
gap between HOMO and LUMO: 0.3690 Ha
E_LUMO: 0.767 eV
net charge: 0

Last column: Mulliken charge in e.
Element x y z (Å)
C1 0.83551 0.20079 -0.04824  -0.7499
S1 -0.42459 -1.01165 -0.67835  -0.0840
P1 -1.88812 -0.42802 0.64282  0.1085
Cl1 -3.41067 0.43640 -0.36594  -0.2033
H1 0.34336 0.78694 0.74331  0.2844
H2 1.28553 0.76325 -0.85543  0.2863
H3 1.87472 -0.18450 0.22019  0.2791
H4 -2.45397 -1.70848 0.94611  0.0788

=====

2.
Below is a 2-piece molecular cluster, CH4ClPS overall, with properties calculated with ωB97M-V/def2-TZVPD.

SMILES: CCl.P=S
gap between HOMO and LUMO: 0.2709 Ha
E_LUMO: -1.648 eV
net charge: 0

Last column: Mulliken charge in e.
Element x y z (Å)
C1 -1.37110 -0.59784 -0.10883  -0.5821
Cl1 -2.14187 0.97025 -0.38108  -0.1610
H1 -1.18215 -1.12232 -1.02066  0.2742
H2 -0.54689 -0.50601 0.51638  0.1665
H3 -1.97204 -1.35727 0.40328  0.2974
P1 2.37672 0.53793 -0.44690  0.0985
S1 1.95248 2.24805 0.38267  -0.1681
H4 2.88483 -0.17279 0.65514  0.0746

=====

Energy above the most stable structure, in kcal/mol: 1 0.0; 2 29.2

=====

1.
Below is a 2-piece molecular cluster, C9H11NO overall, with properties calculated with ωB97M-V/def2-TZVPD.

SMILES: Cc1c[nH]c2ccccc12.O
gap between HOMO and LUMO: 0.3190 Ha
E_LUMO: 0.757 eV
net charge: 0

Last column: Mulliken charge in e.
Element x y z (Å)
C1 0.85100 2.18856 -0.44614  -1.0633
C2 0.48844 0.69100 -0.56812  0.2618
C3 0.59085 -0.14625 -1.67913  -0.7435
N1 0.22023 -1.47600 -1.34669  -0.0288
C4 -0.08583 -1.51554 0.02581  -0.1272
C5 -0.52295 -2.60563 0.79335  -0.8282
C6 -0.90836 -2.29301 2.11058  -0.3457
C7 -0.59391 -1.01212 2.69675  -0.7060
C8 -0.19563 0.03588 1.88007  -0.2100
C9 0.08057 -0.16248 0.49318  0.7971
H1 1.52520 2.47334 -1.27135  0.3466
H2 1.37287 2.36137 0.51010  0.4382
H3 -0.04153 2.83564 -0.48179  0.3096
H4 0.79437 0.15457 -2.70683  0.3508
H5 0.15959 -2.30365 -1.94489  0.2042
H6 -0.66869 -3.55860 0.26781  0.3154
H7 -1.47492 -3.06596 2.64644  0.3373
H8 -0.86416 -0.85403 3.74917  0.3403
H9 -0.05204 1.04077 2.29863  0.3338
O1 -0.02713 2.75116 -2.30658  -0.6424
H10 -0.61358 2.32179 -1.64327  0.3875
H11 -0.03439 2.13921 -3.07710  0.2725

=====

2.
Below is the molecule C9H11NO, with properties calculated with ωB97M-V/def2-TZVPD.

SMILES: CN(C)C(=O)c1ccccc1
gap between HOMO and LUMO: 0.3698 Ha
E_LUMO: 0.807 eV
net charge: 0

Last column: Mulliken charge in e.
Element x y z (Å)
C1 -1.17445 1.75245 -0.78303  -1.1580
N1 0.22478 1.77173 -0.45080  0.0987
C2 0.80314 3.06217 -0.38681  -1.0599
C3 0.82529 0.83015 0.45501  0.1979
O1 1.62601 1.14844 1.23990  -0.5323
C4 0.35822 -0.64704 0.38425  0.5775
C5 0.00831 -1.28492 -0.89760  -0.4092
C6 -0.35653 -2.51978 -0.88741  -0.5358
C7 -0.43546 -3.32166 0.24303  -0.6854
C8 -0.08982 -2.74335 1.41310  -0.2549
C9 0.23134 -1.43291 1.48666  -0.1764
H1 -1.67026 0.75769 -0.85065  0.3459
H2 -1.16111 1.99141 -1.78202  0.4850
H3 -1.77622 2.34031 -0.09882  0.3274
H4 0.49226 3.81305 0.55925  0.2357
H5 0.60099 3.45544 -1.23417  0.4548
H6 1.84486 3.17132 -0.17942  0.3597
H7 0.35331 -0.54110 -1.60472  0.5188
H8 -0.59282 -3.08039 -1.87113  0.1937
H9 -0.56727 -4.22550 0.29911  0.7092
H10 -0.18091 -3.44938 2.38839  0.1874
H11 0.63636 -0.84813 2.55787  0.1203

=====

Energy above the most stable structure, in kcal/mol: 1 0.0; 2 38.1

=====

1.
Below is the molecule CH2FNO3S, with properties calculated with ωB97M-V/def2-TZVPD.

SMILES: O=CNS(=O)(=O)F
gap between HOMO and LUMO: 0.4181 Ha
E_LUMO: 0.350 eV
net charge: 0

Last column: Mulliken charge in e.
Element x y z (Å)
O1 -0.66224 1.80979 0.04808  -0.4720
C1 -1.23266 0.76174 0.00308  0.1062
N1 -0.62110 -0.41760 -0.24870  -0.2558
S1 1.21012 -0.42821 -0.12383  1.1535
O2 1.77803 0.36237 -1.13386  -0.4537
O3 1.56998 -1.77249 0.10316  -0.5154
F1 1.33974 0.34075 1.28240  -0.2041
H1 -2.32692 0.65136 0.13453  0.3533
H2 -1.05495 -1.30771 -0.06486  0.2879

=====

2.
Below is the molecule CH2FNO3S, with properties calculated with ωB97M-V/def2-TZVPD.

SMILES: NC(=O)S(=O)(=O)F
gap between HOMO and LUMO: 0.4139 Ha
E_LUMO: -0.013 eV
net charge: 0

Last column: Mulliken charge in e.
Element x y z (Å)
N1 0.06153 -0.32342 0.15289  -0.3239
C1 -0.28570 -0.29979 1.41280  0.5170
O1 0.20719 -0.60860 2.44696  -0.4308
S1 -2.01929 0.54896 1.44274  1.0193
O2 -2.06001 1.49524 0.37461  -0.5350
O3 -2.56781 0.86328 2.70453  -0.4603
F1 -2.79032 -0.94783 0.82160  -0.3537
H1 0.64291 -1.10914 -0.27471  0.2810
H2 -0.65603 0.20678 -0.34213  0.2863

=====

Energy above the most stable structure, in kcal/mol: 1 0.0; 2 4.6

=====

1.
Below is the molecule CH3N3O, with properties calculated with ωB97M-V/def2-TZVPD.

SMILES: N=C=NON
gap between HOMO and LUMO: 0.3883 Ha
E_LUMO: 0.732 eV
net charge: 0

Last column: Mulliken charge in e.
Element x y z (Å)
N1 1.85516 0.08882 1.29369  -0.5515
C1 0.92454 -0.67794 1.10408  0.4696
N2 0.05633 -1.45822 0.80437  -0.1807
O1 -1.17533 -1.54628 0.12762  -0.1348
N3 -1.37374 -0.67559 -0.90319  -0.3693
H1 1.67365 0.84482 1.96908  0.2618
H2 -1.22474 0.21529 -0.54234  0.2424
H3 -0.82553 -0.78510 -1.78490  0.2626

=====

2.
Below is a 2-piece molecular cluster, CH3N3O overall, with properties calculated with ωB97M-V/def2-TZVPD.

gap between HOMO and LUMO (alpha / beta): 0.3621 / 0.3604 Ha
E_LUMO (alpha / beta): -0.862 / -0.912 eV
net charge: 0

Last column: Mulliken charge in e.
Element x y z (Å)
C1 -1.71010 1.60340 -0.07109  0.0736
N1 -2.62415 1.69061 0.59312  -0.3331
N2 0.76777 -0.02250 -0.76026  -0.3227
N3 0.92888 -1.45581 1.12784  -0.2183
O1 0.56144 -0.43384 0.43367  0.0945
H1 1.37422 -0.73799 -1.20755  0.2177
H2 -0.82654 1.55653 -0.67167  0.2853
H3 1.52848 -2.20040 0.55594  0.2030

=====

3.
Below is the molecule CH3N3O, with properties calculated with ωB97M-V/def2-TZVPD.

SMILES: C1NN=NO1
gap between HOMO and LUMO: 0.3742 Ha
E_LUMO: 0.818 eV
net charge: 0

Last column: Mulliken charge in e.
Element x y z (Å)
C1 -0.56741 0.51761 0.16345  -0.2158
N1 -0.17339 -0.87609 0.22263  -0.1382
N2 1.17353 -0.96937 -0.04365  -0.2172
N3 1.68708 0.10241 0.02342  0.0460
O1 0.76543 1.11135 0.03595  -0.2104
H1 -1.01972 0.64496 -0.96093  0.2049
H2 -1.11717 0.94826 0.92609  0.2248
H3 -0.74835 -1.47912 -0.36698  0.3060

=====

Energy above the most stable structure, in kcal/mol: 1 33.5; 2 70.2; 3 0.0